one | 2 unconnected molecules or ions with the total composition C5H12O2, computed with the ωB97M-V functional and the def2-TZVPD basis.

ORCA input file:
```
! RIJCOSX wB97M-V def2-TZVPD def2/J DEFGRID3
* xyz 0 1
C 2.35 -2.42 -0.63
C 1.06 -1.63 -0.67
C -0.33 0.75 2.12
O -0.41 2.17 1.94
C -0.03 0.12 0.79
C 0.84 -0.87 0.63
H 2.66 -2.90 0.29
H 3.16 -1.79 -1.01
H 2.37 -3.20 -1.41
H 0.17 -2.26 -0.79
H 0.97 -0.94 -1.51
H 0.53 0.52 2.75
H -1.27 0.33 2.49
H -0.63 2.56 2.81
H -0.61 0.45 -0.06
H 1.49 -1.09 1.46
H -3.69 1.43 -3.06
H -2.33 1.57 -2.70
O -2.83 1.51 -3.51
*
```

Gap between HOMO and LUMO: 10.07 eV

two | A single C5H12O2 molecule, computed with the ωB97M-V functional and the def2-TZVPD basis.

ORCA input file:
```
! RIJCOSX wB97M-V def2-TZVPD def2/J DEFGRID3
* xyz 0 1
C 2.28 0.07 0.79
C 0.88 0.66 0.60
C -0.10 -0.47 0.28
O -0.45 -1.24 1.44
C -1.42 -0.18 -0.45
C -1.34 0.89 -1.52
O -1.78 -1.39 -1.11
H 2.28 -0.72 1.56
H 2.62 -0.40 -0.14
H 3.02 0.82 1.08
H 0.57 1.22 1.49
H 0.91 1.38 -0.23
H 0.40 -1.14 -0.42
H 0.04 -0.93 2.20
H -2.19 0.08 0.29
H -0.40 0.83 -2.08
H -2.16 0.74 -2.23
H -1.42 1.90 -1.10
H -1.74 -2.10 -0.45
*
```

Gap between HOMO and LUMO: 10.92 eV

three | 2 unconnected molecules or ions with the total composition C5H12O2, computed with the ωB97M-V functional and the def2-TZVPD basis.

ORCA input file:
```
! RIJCOSX wB97M-V def2-TZVPD def2/J DEFGRID3
* xyz 0 1
C 0.36 2.12 -1.64
C -0.54 1.69 -0.52
C -0.44 0.59 0.23
O -1.37 0.37 1.20
C 0.62 -0.48 0.03
C 1.01 -1.30 1.25
O -0.14 -1.94 1.80
H -0.17 2.14 -2.60
H 0.74 3.14 -1.47
H 1.23 1.46 -1.76
H -1.98 -1.61 -1.51
H -1.40 2.34 -0.30
H 1.53 0.00 -0.34
H -1.21 -0.51 1.59
H 0.30 -1.17 -0.76
H -1.83 -1.89 -0.84
H 1.49 -0.65 2.00
H 1.74 -2.06 0.94
H 0.06 -2.23 2.69
*
```

Gap between HOMO and LUMO: 8.64 eV

four | 2 unconnected molecules or ions with the total composition C5H12O2, computed with the ωB97M-V functional and the def2-TZVPD basis.

ORCA input file:
```
! RIJCOSX wB97M-V def2-TZVPD def2/J DEFGRID3
* xyz 0 1
C -1.41 -2.33 -0.16
O -0.32 -1.49 -0.25
C -0.71 -0.19 -0.05
C 0.49 0.77 -0.35
C 0.02 2.21 -0.20
C 1.75 0.53 0.54
O 2.39 -0.71 0.32
H -2.00 -2.31 0.77
H -2.26 -1.67 -0.94
H -1.05 -3.39 -0.30
H -1.98 -0.23 -0.77
H -1.10 -0.03 0.97
H 0.81 0.58 -1.38
H 0.81 2.91 -0.47
H -0.27 2.42 0.84
H -0.85 2.39 -0.83
H 2.51 1.29 0.31
H 1.48 0.66 1.60
H 1.71 -1.39 0.34
*
```

Gap between HOMO and LUMO: 10.90 eV

Which structure is the most stable? The one labeled two.

one | A single C5H12O2 molecule, computed with the ωB97M-V functional and the def2-TZVPD basis.

ORCA input file:
```
! RIJCOSX wB97M-V def2-TZVPD def2/J DEFGRID3
* xyz 0 1
C -1.22 -1.17 -1.87
C -0.08 -0.43 -1.19
C -0.54 0.48 -0.06
O -1.19 -0.36 0.90
C 0.59 1.29 0.59
C 1.37 0.53 1.66
O 1.88 -0.71 1.23
H -0.84 -1.85 -2.65
H -1.79 -1.76 -1.15
H -1.92 -0.47 -2.36
H 0.46 0.18 -1.92
H 0.66 -1.14 -0.80
H -1.28 1.18 -0.48
H -1.63 0.21 1.55
H 0.17 2.19 1.06
H 1.27 1.64 -0.20
H 0.73 0.39 2.54
H 2.23 1.13 1.97
H 1.12 -1.31 1.19
*
```

Gap between HOMO and LUMO: 10.75 eV

two | 2 unconnected molecules or ions with the total composition C5H12O2, computed with the ωB97M-V functional and the def2-TZVPD basis.

ORCA input file:
```
! RIJCOSX wB97M-V def2-TZVPD def2/J DEFGRID3
* xyz 0 1
C 2.38 -0.10 1.18
C 1.11 0.59 0.69
C 0.43 -0.18 -0.44
O 0.01 -1.47 -0.03
C -1.85 0.88 -0.04
C -0.75 0.61 -1.04
O -2.11 0.14 0.88
H 2.16 -1.12 1.49
H 3.13 -0.15 0.37
H 2.83 0.44 2.02
H 0.41 0.70 1.52
H 1.35 1.61 0.34
H 1.16 -0.35 -1.24
H -0.70 -1.32 0.61
H -2.43 1.81 -0.18
H -1.20 0.01 -1.85
H -3.04 -1.79 -1.64
H -0.42 1.55 -1.49
H -2.48 -1.84 -1.15
*
```

Gap between HOMO and LUMO: 10.92 eV

three | A single C5H12O2 molecule, computed with the ωB97M-V functional and the def2-TZVPD basis.

ORCA input file:
```
! RIJCOSX wB97M-V def2-TZVPD def2/J DEFGRID3
* xyz 0 1
C 2.89 0.78 0.02
C 2.36 -0.57 -0.43
O 1.00 -0.51 -0.82
C 0.09 -0.48 0.25
C -1.29 -0.20 -0.32
O -2.17 -0.10 0.77
C -3.47 0.26 0.37
H 2.41 1.13 0.94
H 2.70 1.53 -0.76
H 3.97 0.74 0.21
H 2.49 -1.33 0.36
H 2.90 -0.91 -1.31
H 0.09 -1.43 0.80
H 0.33 0.32 0.97
H -1.27 0.73 -0.90
H -1.59 -1.02 -1.00
H -3.91 -0.49 -0.30
H -3.46 1.23 -0.14
H -4.08 0.33 1.28
*
```

Gap between HOMO and LUMO: 10.89 eV

Which structure is the most stable? The one labeled one.